Entry 1:
C22H48BeClF2N6O6P as an isolated structure at a distorted geometry, computed with ωB97M-V with the def2-TZVPD basis set.

Electronic energy = -72443.9276 eV
Lowest unoccupied orbital energy = -10.26 eV
Relative energy (zero: lowest compared OMol25 entry of this formula, charge and spin) = 188.7 kJ/mol
Charge = +2
Max |F| = 4.0 eV Å⁻¹

Structure (XYZ):
```
87
Properties=species:S:1:pos:R:3:mulliken_charge:R:1
C -1.563 -1.107 3.555 -0.74
C -2.789 -0.511 2.780 -0.66
C -2.740 -0.938 1.276 -0.42
C -3.549 0.106 0.454 -0.74
C -2.850 1.498 0.304 -0.96
C -1.322 1.489 0.569 1.74
C -0.834 2.997 0.662 -1.44
C 0.162 3.213 1.839 -0.28
C 1.593 3.611 1.334 -0.44
C 2.582 3.514 2.547 -0.79
C 3.856 2.695 2.273 -1.16
N 3.592 1.245 2.100 0.45
C 3.125 0.780 0.944 -0.45
N 3.457 1.096 -0.279 0.31
P 2.599 0.283 -1.572 0.05
O 1.140 0.317 -1.337 -0.37
N 2.132 -0.228 1.276 0.20
C 2.426 -0.682 2.643 0.79
N 3.138 -1.985 2.561 0.11
C 2.620 -2.945 3.460 0.45
O 2.051 -2.731 4.434 -0.33
F 2.845 -4.215 3.087 -0.24
C 3.161 -2.491 1.218 0.47
O 4.060 -2.423 0.512 -0.44
F 2.027 -3.068 0.758 -0.24
C 3.438 0.369 3.269 0.05
C 2.841 0.927 4.588 -1.47
H -0.615 -0.600 3.281 -0.27
H -1.453 -2.175 3.278 0.27
H -1.700 -1.066 4.650 0.46
H -3.721 -0.881 3.246 0.50
H -2.733 0.583 2.920 0.28
H -1.707 -1.103 0.914 0.05
H -3.257 -1.921 1.242 0.56
H -4.488 0.284 1.019 0.28
H -3.883 -0.319 -0.514 0.27
H -2.983 1.812 -0.749 0.17
H -3.379 2.265 0.898 0.53
H -0.759 1.056 -0.280 -0.19
H -1.035 1.027 1.532 -0.90
H -0.420 3.355 -0.299 0.49
H -1.708 3.646 0.867 0.41
H -0.155 4.012 2.538 0.53
H 0.312 2.310 2.474 0.07
H 1.899 3.043 0.437 0.24
H 1.518 4.671 1.022 0.58
H 2.018 3.191 3.435 0.37
H 2.915 4.549 2.769 0.47
H 4.512 2.798 3.161 0.45
H 4.466 3.077 1.432 0.44
H 4.192 1.786 -0.445 0.32
H 2.980 -1.094 -1.566 0.00
H 2.986 0.898 -2.789 0.19
H 1.293 0.350 1.418 -0.46
H 1.465 -0.648 3.180 0.00
H 4.406 -0.085 3.556 0.17
H 1.790 1.225 4.385 0.38
H 2.802 0.157 5.372 0.44
H 3.361 1.841 4.923 0.36
C -4.324 1.807 -3.428 0.63
O -4.674 1.647 -2.273 -0.62
N -4.540 2.968 -4.104 -0.41
N -3.683 0.834 -4.147 -0.15
H -4.262 3.121 -5.055 0.15
H -5.010 3.705 -3.609 0.25
H -3.505 -0.040 -3.683 0.15
H -3.390 0.949 -5.098 0.16
C -2.712 -3.931 -5.687 -1.22
C -2.214 -2.589 -5.129 -0.18
O -2.756 -2.251 -3.879 -0.31
C -2.474 -3.145 -2.819 -0.36
C -0.978 -3.271 -2.570 -0.95
H -3.800 -3.922 -5.765 0.36
H -2.289 -4.118 -6.673 0.40
H -2.428 -4.757 -5.034 0.32
H -2.535 -1.789 -5.845 0.40
H -1.109 -2.583 -5.093 0.29
H -2.930 -4.122 -2.997 0.35
H -2.954 -2.742 -1.927 0.24
H -0.449 -3.675 -3.442 0.44
H -0.781 -3.933 -1.721 0.61
H -0.558 -2.268 -2.350 0.13
O 5.890 -0.175 -0.955 -0.62
H 5.434 -0.861 -0.451 0.29
H 6.768 -0.549 -1.104 0.33
Cl -1.150 -0.548 -5.306 -0.12
Be 1.298 -2.620 -2.416 0.54
```

---

Entry 2:
C46H52MnN14OS3 as an isolated structure at a distorted geometry, computed with ωB97M-V with the def2-TZVPD basis set.

Electronic energy = -135255.8481 eV
Spin multiplicity = 5
Lowest unoccupied orbital energy (spin up / spin down) = -7.35 / -6.51 eV
Relative energy (zero: lowest compared OMol25 entry of this formula, charge and spin) = 47.5 kJ/mol
Charge = +3
Max |F| = 2.4 eV Å⁻¹

Structure (XYZ):
```
117
Properties=species:S:1:pos:R:3:mulliken_spin:R:1
Mn 0.430 -0.636 1.760 3.91
C 3.225 -5.056 3.266 0.00
N 3.198 -3.655 2.924 0.00
C 4.442 -2.845 2.952 0.00
C 2.064 -3.021 2.725 0.02
N 1.937 -1.741 2.485 -0.06
N 0.966 -3.837 2.814 0.01
C -0.380 -3.656 2.572 0.01
N -1.089 -4.764 2.850 0.00
N -0.834 -2.542 2.115 0.06
H 4.247 -5.404 3.463 0.00
H 2.763 -5.630 2.463 0.00
H 2.712 -5.256 4.243 0.00
H 5.291 -3.505 3.062 0.00
H 4.384 -2.101 3.781 0.00
H 4.566 -2.308 2.008 0.00
H 2.825 -1.255 2.469 0.02
H 1.164 -4.698 3.314 0.00
H -0.749 -5.508 3.448 0.00
H -2.104 -4.728 2.769 0.00
H -1.830 -2.527 2.070 0.00
N -0.980 0.540 1.391 -0.02
S -1.505 1.318 0.216 0.01
N -1.770 0.582 -1.221 0.01
S -0.919 0.646 -2.505 0.00
N 0.570 0.248 -2.399 0.01
S 0.993 -1.106 -1.499 0.00
N 0.869 -1.121 -0.061 -0.03
C 2.645 -1.403 -2.068 0.00
C 3.284 -0.512 -2.902 0.00
C 4.586 -0.848 -3.259 0.00
C 5.210 -1.971 -2.823 0.00
C 4.512 -2.867 -2.032 0.00
C 3.198 -2.594 -1.620 0.00
C 0.112 -2.447 -2.237 0.01
C 0.263 -2.752 -3.596 0.00
C -0.366 -3.874 -4.059 0.00
C -1.140 -4.683 -3.231 0.00
C -1.298 -4.320 -1.884 0.00
C -0.668 -3.196 -1.364 -0.01
C -0.980 2.221 -3.311 0.00
C -2.242 2.767 -3.635 0.00
C -2.302 4.023 -4.189 0.00
C -1.102 4.686 -4.502 0.00
C 0.136 4.108 -4.262 0.00
C 0.174 2.841 -3.669 0.00
C -1.814 -0.388 -3.683 0.00
C -2.755 -1.276 -3.195 0.00
C -3.434 -2.104 -4.095 0.00
C -3.333 -1.926 -5.459 0.00
C -2.427 -0.972 -5.933 0.00
C -1.599 -0.258 -5.047 0.00
C -3.145 1.846 0.561 -0.02
C -3.403 2.362 1.816 0.01
C -4.584 3.024 2.086 0.00
C -5.570 3.100 1.112 0.00
C -5.314 2.573 -0.177 0.00
C -4.090 1.960 -0.445 0.00
C -0.582 2.800 -0.142 0.01
C 0.769 2.652 -0.256 0.02
C 1.499 3.750 -0.583 0.00
C 0.910 5.008 -0.721 0.00
C -0.445 5.139 -0.471 0.00
C -1.246 4.014 -0.237 0.00
H 2.829 0.429 -3.225 0.00
H 5.091 -0.116 -3.863 0.00
H 6.221 -2.232 -3.179 0.00
H 5.014 -3.783 -1.692 0.00
H 2.634 -3.297 -0.975 0.00
H 0.900 -2.173 -4.242 0.00
H -0.241 -4.134 -5.112 0.00
H -1.619 -5.561 -3.577 0.00
H -1.917 -4.832 -1.135 0.00
H -0.773 -2.915 -0.342 0.01
H -3.189 2.289 -3.405 0.00
H -3.271 4.468 -4.482 0.00
H -1.115 5.710 -4.870 0.00
H 1.059 4.684 -4.441 0.00
H 1.117 2.374 -3.440 0.00
H -3.037 -1.255 -2.118 0.00
H -4.150 -2.827 -3.712 0.00
H -3.920 -2.508 -6.129 0.00
H -2.311 -0.751 -6.976 0.00
H -0.825 0.415 -5.385 0.00
H -2.650 2.245 2.585 0.00
H -4.772 3.551 3.035 0.00
H -6.535 3.540 1.344 0.00
H -6.049 2.663 -0.992 0.00
H -3.829 1.637 -1.431 0.00
H 1.191 1.662 -0.131 0.01
H 2.565 3.671 -0.731 0.00
H 1.474 5.926 -0.917 0.00
H -0.946 6.047 -0.465 0.00
H -2.345 4.075 -0.285 0.00
N -3.046 0.102 5.936 0.00
C -1.772 0.092 5.483 -0.01
C -1.464 -0.078 4.118 0.02
N -0.218 -0.317 3.802 -0.06
C 0.754 -0.342 4.732 0.02
C 0.408 0.011 6.029 0.00
N -0.820 0.186 6.411 0.00
H -3.834 0.310 5.404 0.00
H -3.200 0.262 6.946 0.00
H -2.260 0.008 3.396 0.00
H 1.753 -0.458 4.384 -0.01
H 1.185 0.140 6.773 0.00
C 3.550 4.112 3.116 0.00
N 3.278 2.699 2.893 0.00
C 2.070 2.133 2.701 0.00
N 0.908 2.807 3.059 0.00
O 2.027 0.982 2.233 0.02
H 4.639 4.259 3.225 0.00
H 3.050 4.478 4.014 0.00
H 3.299 4.767 2.280 0.00
H 4.010 2.125 2.613 0.00
H 1.069 3.563 3.671 0.00
H 0.067 2.239 3.106 0.00
```

---

Entry 3:
C49H52ClN7O2P2PbS2 as an isolated structure at a distorted geometry, computed with ωB97M-V with the def2-TZVPD basis set.

Electronic energy = -124189.5456 eV
Lowest unoccupied orbital energy = -5.43 eV
Relative energy (zero: lowest compared OMol25 entry of this formula, charge and spin) = 277.0 kJ/mol
Charge = +2
Max |F| = 1.4 eV Å⁻¹

Structure (XYZ):
```
116
Properties=species:S:1:pos:R:3:mulliken_charge:R:1
Pb -1.034 0.208 1.303 2.68
C -1.120 5.421 5.923 -1.32
C -0.224 5.145 4.721 -0.34
N 0.280 3.774 4.749 -0.06
C 0.051 2.745 3.940 0.20
S -0.933 3.096 2.401 -0.17
N 0.494 1.574 4.253 -1.29
N 0.059 0.442 3.641 1.01
C 0.482 -0.676 4.131 0.49
C 1.545 -0.767 5.179 -1.85
C -0.228 -1.903 3.708 0.47
C 0.003 -3.118 4.344 -0.68
C -0.819 -4.201 4.069 -0.74
C -1.863 -4.048 3.175 -0.99
C -2.003 -2.822 2.548 -0.29
N -1.205 -1.789 2.786 0.23
H -1.544 6.421 5.837 0.38
H -1.940 4.703 5.974 0.31
H -0.559 5.377 6.857 0.39
H -0.767 5.307 3.798 0.37
H 0.633 5.818 4.731 0.33
H 0.823 3.540 5.570 0.29
H 1.998 0.206 5.326 0.40
H 1.126 -1.097 6.132 0.41
H 2.313 -1.482 4.880 0.38
H 0.795 -3.215 5.072 0.52
H -0.652 -5.149 4.563 0.48
H -2.544 -4.859 2.962 0.50
H -2.790 -2.654 1.820 0.58
C 0.130 2.462 -6.591 -1.01
S -0.198 1.129 -5.409 0.07
C 1.514 0.847 -4.850 -1.38
C 1.577 -0.198 -3.742 -0.83
C 0.763 0.179 -2.498 0.05
N 0.928 -0.855 -1.446 0.70
P 1.647 -0.454 0.112 -0.75
C 2.957 -1.729 0.263 0.83
C 3.882 -1.910 -0.763 -0.72
C 4.886 -2.853 -0.633 -0.70
C 4.977 -3.615 0.527 -0.78
C 4.060 -3.436 1.549 -0.60
C 3.048 -2.494 1.418 -0.33
C 2.784 0.973 -0.041 2.01
C 3.493 1.388 -1.166 -0.28
C 4.479 2.359 -1.049 -0.89
C 4.764 2.926 0.185 -0.96
C 4.056 2.526 1.311 -0.42
C 3.070 1.558 1.196 -0.97
P -0.542 -1.704 -0.961 0.31
C -1.551 -1.911 -2.462 0.71
C -2.899 -1.567 -2.392 -0.09
C -3.741 -1.816 -3.467 -0.59
C -3.233 -2.401 -4.617 -0.74
C -1.891 -2.757 -4.686 -0.85
C -1.053 -2.527 -3.610 -0.71
C 0.012 -3.439 -0.795 0.77
C -0.934 -4.320 -0.272 -0.99
C -0.635 -5.662 -0.115 -0.78
C 0.616 -6.138 -0.486 -0.77
C 1.538 -5.277 -1.061 -0.73
C 1.238 -3.931 -1.222 -0.37
H 0.771 2.102 -7.393 0.33
H 0.598 3.303 -6.082 0.28
H -0.829 2.766 -7.004 0.38
H 1.922 1.806 -4.518 0.42
H 2.080 0.506 -5.716 0.64
H 2.624 -0.339 -3.464 0.23
H 1.216 -1.149 -4.134 0.25
H -0.287 0.276 -2.779 0.50
H 1.093 1.156 -2.135 0.09
H 3.801 -1.330 -1.674 0.22
H 5.602 -2.994 -1.433 0.48
H 5.765 -4.349 0.629 0.42
H 4.131 -4.034 2.448 0.48
H 2.313 -2.363 2.206 0.25
H 3.301 0.950 -2.137 0.14
H 5.034 2.664 -1.926 0.50
H 5.539 3.676 0.271 0.44
H 4.281 2.959 2.277 0.52
H 2.525 1.231 2.077 0.26
H -3.290 -1.111 -1.490 0.21
H -4.790 -1.558 -3.404 0.51
H -3.885 -2.591 -5.459 0.43
H -1.504 -3.234 -5.577 0.47
H -0.017 -2.841 -3.647 0.46
H -1.925 -3.952 -0.033 0.52
H -1.377 -6.342 0.284 0.49
H 0.860 -7.182 -0.346 0.44
H 2.495 -5.654 -1.396 0.49
H 1.950 -3.274 -1.696 0.53
N -3.639 0.412 1.654 -0.35
C -4.346 0.642 0.422 0.43
C -5.614 0.173 0.211 -0.47
C -6.304 0.469 -0.981 -0.96
C -5.737 1.271 -1.929 -0.91
C -4.425 1.765 -1.746 1.02
C -3.796 2.639 -2.658 -1.11
C -2.526 3.075 -2.410 -1.03
C -1.848 2.571 -1.291 0.11
N -2.396 1.761 -0.413 0.40
C -3.698 1.401 -0.588 -0.19
H -3.598 1.278 2.185 0.29
H -4.123 -0.274 2.221 0.20
H -6.110 -0.413 0.975 0.42
H -7.306 0.088 -1.119 0.46
H -6.279 1.551 -2.823 0.46
H -4.337 2.955 -3.541 0.44
H -2.032 3.779 -3.062 0.55
H -0.819 2.854 -1.106 -0.07
Cl 0.301 5.309 -1.123 -0.15
C 1.625 4.594 -0.151 0.52
C 1.050 4.363 1.223 0.13
O 1.210 5.066 2.170 -0.45
O 0.261 3.243 1.232 0.02
H 2.434 5.311 -0.092 0.43
H 1.939 3.672 -0.629 -0.50
```

---

Entry 4:
C18H16DyN3O3S2 as an isolated structure at a distorted geometry, computed with ωB97M-V with the def2-TZVPD basis set.

Electronic energy = -75292.7112 eV
Spin multiplicity = 6
Lowest unoccupied orbital energy (spin up / spin down) = -2.21 / -1.69 eV
Charge = 0
Max |F| = 3.1 eV Å⁻¹

Structure (XYZ):
```
43
Properties=species:S:1:pos:R:3:mulliken_spin:R:1
Dy 9.932 8.233 15.510 5.35
S 12.318 7.029 15.246 -0.06
C 11.752 6.204 16.650 -0.04
S 10.343 6.796 17.558 -0.17
C 12.426 5.100 17.010 0.01
C 13.595 4.666 16.301 0.00
N 14.559 4.274 15.828 0.00
C 12.013 4.337 18.160 0.00
N 11.660 3.808 19.120 0.00
C 8.862 10.740 7.638 0.00
C 8.766 10.084 8.983 0.00
C 7.686 9.249 9.209 0.00
C 7.588 8.450 10.307 0.00
C 6.298 7.701 10.589 0.00
C 8.688 8.425 11.215 0.00
C 8.482 7.636 12.364 -0.01
O 9.340 7.478 13.306 0.00
C 9.852 9.260 11.038 0.00
C 11.077 9.345 11.881 0.00
C 9.821 10.017 9.879 0.00
H 8.073 11.500 7.425 0.00
H 8.663 10.005 6.861 0.00
H 9.764 11.361 7.424 0.00
H 6.809 9.277 8.520 0.00
H 5.602 7.910 9.770 0.00
H 5.799 8.107 11.517 0.00
H 6.387 6.603 10.675 0.00
H 7.504 7.070 12.367 0.00
H 10.887 10.058 12.643 0.00
H 11.893 9.811 11.339 0.00
H 11.435 8.413 12.252 0.00
H 10.668 10.651 9.643 0.00
O 9.868 11.933 13.457 0.00
C 9.085 11.601 14.303 0.00
C 7.917 12.494 14.777 0.00
C 7.166 11.612 15.854 0.00
C 8.032 10.353 15.873 -0.03
O 7.944 9.306 16.542 -0.02
N 9.133 10.395 14.960 -0.02
H 7.362 12.891 13.945 0.00
H 8.454 13.295 15.259 0.00
H 6.126 11.275 15.664 0.00
H 7.191 12.046 16.840 0.00
```

---

Entry 5:
C6H12Br2O6 as an isolated structure at a distorted geometry, computed with ωB97M-V with the def2-TZVPD basis set.

Electronic energy = -158784.2869 eV
Lowest unoccupied orbital energy = 0.16 eV
Relative energy (zero: lowest compared OMol25 entry of this formula, charge and spin) = 80.9 kJ/mol
Charge = 0
Max |F| = 4.2 eV Å⁻¹

Structure (XYZ):
```
26
Properties=species:S:1:pos:R:3:mulliken_charge:R:1
C -1.605 0.468 2.248 -1.34
C -1.163 -0.087 0.816 -0.24
C 0.037 0.689 0.249 0.67
C 0.494 -0.562 -1.177 0.41
C -0.159 2.227 0.413 0.23
C 1.727 -0.098 -1.893 0.44
O -0.582 -0.667 -1.960 -0.56
O 0.728 -1.723 -0.514 -0.63
O 0.730 2.998 0.765 -0.47
O 1.206 0.449 -3.011 -0.53
O 2.456 0.875 -1.154 -0.42
O 2.564 -1.162 -2.182 -0.58
Br 3.490 0.982 1.702 -0.24
Br -1.836 3.058 -0.267 -0.22
H -2.689 0.789 2.213 0.30
H -1.527 -0.338 2.884 0.44
H -1.065 1.331 2.621 0.37
H -2.070 -0.145 0.208 0.37
H -0.730 -1.122 0.947 0.12
H 0.922 0.680 0.943 -0.24
H -0.979 0.193 -2.202 0.42
H -0.113 -2.287 -0.430 0.45
H 3.979 2.103 1.077 0.22
H 1.951 0.750 -3.473 0.44
H 3.042 0.400 -0.569 0.24
H 2.172 -2.001 -2.057 0.36
```

---

Entry 6:
An isolated ion of composition C10H8N3O2 and charge -1 at a distorted geometry, computed with ωB97M-V with the def2-TZVPD basis set.

Electronic energy = -19066.5403 eV
Lowest unoccupied orbital energy = 3.38 eV
Relative energy (zero: lowest compared OMol25 entry of this formula, charge and spin) = 0.0 kJ/mol
Charge = -1
Max |F| = 3.8 eV Å⁻¹

Structure (XYZ):
```
23
Properties=species:S:1:pos:R:3:mulliken_charge:R:1
C 2.534 -0.315 -0.886 -1.12
C 2.001 0.817 -0.105 0.57
N 2.575 1.882 0.304 -0.67
C 1.628 2.698 0.853 -0.72
C 0.400 2.120 0.773 -0.21
N 0.503 0.896 0.169 0.29
C -0.811 0.086 0.128 0.55
N -0.568 -1.212 0.212 -0.38
C -1.597 -2.029 0.361 -0.47
C -2.900 -1.575 0.457 -0.49
C -3.123 -0.214 0.315 -0.44
C -2.066 0.673 0.122 0.34
C -2.423 2.162 -0.244 0.20
O -2.181 2.416 -1.426 -0.70
O -2.932 2.832 0.657 -0.70
H 3.615 -0.367 -0.765 0.35
H 2.306 -0.169 -1.946 0.22
H 2.066 -1.246 -0.567 0.30
H 1.901 3.650 1.264 0.44
H -0.536 2.506 1.122 0.49
H -1.349 -3.084 0.431 0.36
H -3.711 -2.268 0.635 0.37
H -4.126 0.186 0.363 0.43
```